{"formula": "C21H27ClN2O5", "method": "the ωB97M-V functional and the def2-TZVPD basis", "smiles": "COc1c(C)cc(C(=O)NCCCOCCNC(=O)C#C[C@H]2CCOC2)cc1Cl", "relative_energy_kcal_mol": 47.9, "total_energy_ha": -1762.2688, "mol_weight_g_mol": 422.91, "homo_ev": -9.251, "lumo_energy_ev": 0.537, "symbols": ["C", "O", "C", "C", "C", "C", "C", "C", "O", "N", "C", "C", "C", "O", "C", "C", "N", "C", "O", "C", "C", "C", "C", "C", "O", "C", "C", "C", "Cl", "H", "H", "H", "H", "H", "H", "H", "H", "H", "H", "H", "H", "H", "H", "H", "H", "H", "H", "H", "H", "H", "H", "H", "H", "H", "H", "H"], "positions_angstrom": [[-0.8128, 5.1383, -6.7732], [-1.4960, 5.1527, -5.5211], [-1.3215, 4.0128, -4.7878], [-2.2824, 3.0015, -4.8468], [-3.4864, 3.1516, -5.7337], [-2.1072, 1.8731, -4.0587], [-1.0052, 1.7304, -3.2235], [-0.9119, 0.4805, -2.3975], [-1.8939, -0.2159, -2.1834], [0.3095, 0.1599, -1.9082], [0.4997, -1.0120, -1.0692], [0.1064, -0.7519, 0.3816], [0.2152, -1.9971, 1.2402], [-0.5923, -3.0060, 0.6639], [-1.0960, -3.9749, 1.5626], [-2.1648, -4.7456, 0.8224], [-3.1697, -3.7970, 0.3439], [-4.1412, -4.2607, -0.5242], [-4.8038, -5.2534, -0.3236], [-4.3530, -3.3586, -1.6523], [-4.4317, -2.5287, -2.5164], [-4.5044, -1.5020, -3.5431], [-5.4174, -1.8179, -4.7346], [-5.7499, -0.4212, -5.2771], [-5.3760, 0.5214, -4.2647], [-5.1070, -0.1837, -3.0610], [-0.0655, 2.7509, -3.1547], [-0.2296, 3.8813, -3.9354], [0.9272, 5.1686, -3.8194], [-1.0350, 6.0850, -7.2582], [0.2654, 5.0469, -6.6287], [-1.1677, 4.3149, -7.3983], [-4.2394, 2.4120, -5.4674], [-3.9120, 4.1498, -5.6382], [-3.2194, 3.0158, -6.7844], [-2.8532, 1.0899, -4.0850], [1.1057, 0.7091, -2.1730], [-0.1068, -1.8221, -1.4710], [1.5477, -1.3092, -1.1361], [0.7401, 0.0317, 0.8054], [-0.9249, -0.3934, 0.4014], [1.2555, -2.3449, 1.2993], [-0.1216, -1.7795, 2.2596], [-0.3032, -4.6542, 1.8966], [-1.5279, -3.4799, 2.4407], [-1.7126, -5.2879, -0.0143], [-2.6260, -5.4748, 1.4876], [-2.7115, -2.9718, -0.0261], [-3.4865, -1.2922, -3.8830], [-4.9362, -2.4552, -5.4740], [-6.3142, -2.3253, -4.3793], [-5.1815, -0.1788, -6.1772], [-6.8135, -0.3157, -5.5030], [-6.0282, -0.3659, -2.4949], [-4.4143, 0.3998, -2.4584], [0.7771, 2.7176, -2.4772]], "nbo_charge": [-0.2453, -0.5200, 0.2507, 0.0561, -0.6610, -0.1934, -0.1377, 0.6651, -0.6476, -0.6031, -0.2225, -0.4234, -0.0528, -0.5635, -0.0620, -0.2339, -0.6149, 0.6267, -0.5600, -0.1417, 0.0948, -0.3256, -0.4206, -0.0712, -0.5418, -0.0539, -0.2115, -0.0735, 0.0113, 0.1996, 0.1817, 0.1717, 0.2413, 0.2309, 0.2147, 0.2399, 0.3983, 0.2308, 0.1961, 0.2049, 0.2225, 0.1638, 0.1762, 0.1757, 0.1727, 0.1894, 0.2192, 0.4004, 0.2478, 0.2224, 0.2149, 0.1779, 0.1795, 0.1688, 0.2176, 0.2177]}

{"formula": "C21H27ClN6O3", "method": "the ωB97M-V functional and the def2-TZVPD basis", "smiles": "Cn1c(=O)c2c(nc(NCCCN3CCOCC3)n2Cc2cccc(Cl)c2)n(C)c1=O", "relative_energy_kcal_mol": 5.1, "total_energy_ha": -1830.9431, "mol_weight_g_mol": 446.94, "homo_ev": -7.756, "lumo_energy_ev": 0.514, "symbols": ["C", "N", "C", "O", "N", "C", "C", "C", "O", "N", "C", "N", "N", "H", "C", "H", "H", "C", "H", "H", "C", "N", "C", "C", "H", "O", "C", "C", "H", "H", "H", "H", "H", "H", "H", "H", "H", "C", "C", "C", "C", "C", "C", "C", "H", "H", "H", "Cl", "H", "H", "H", "C", "H", "H", "H", "H", "H", "H"], "positions_angstrom": [[-6.0322, -0.8729, 1.8104], [-4.9238, -0.2937, 1.0689], [-4.8181, 1.0885, 1.0669], [-5.6130, 1.7943, 1.6527], [-3.7585, 1.6312, 0.3675], [-2.8903, 0.8142, -0.2840], [-3.0366, -0.5610, -0.2689], [-4.0846, -1.2162, 0.4310], [-4.2827, -2.4177, 0.5160], [-1.9872, -1.0481, -1.0355], [-1.2888, 0.0438, -1.4416], [-1.8089, 1.1846, -1.0062], [-0.2184, -0.0436, -2.2706], [0.1972, -0.9646, -2.3217], [0.7359, 1.0461, -2.2913], [1.2737, 1.0036, -3.2419], [0.1622, 1.9720, -2.2421], [1.7167, 0.9684, -1.1197], [1.1445, 1.0151, -0.1915], [2.2398, 0.0086, -1.1558], [2.7316, 2.1246, -1.1718], [3.7208, 2.2142, -0.1299], [3.2832, 2.5778, 1.2032], [3.0140, 1.3697, 2.1118], [2.8482, 1.6955, 3.1403], [4.1285, 0.5048, 2.1521], [4.4511, 0.0412, 0.8604], [4.7650, 1.2110, -0.0843], [4.9555, 0.8388, -1.0917], [5.6720, 1.7058, 0.2848], [5.3284, -0.5978, 0.9794], [3.6187, -0.5628, 0.4666], [2.1293, 0.8134, 1.7666], [2.3906, 3.2003, 1.1342], [4.0894, 3.1674, 1.6575], [2.1770, 3.0682, -1.1665], [3.2746, 2.0662, -2.1212], [-1.6568, -2.4376, -1.2397], [-0.2725, -2.7334, -0.7173], [0.0617, -2.3386, 0.5727], [1.3414, -2.5592, 1.0534], [2.3009, -3.1731, 0.2602], [1.9623, -3.5717, -1.0204], [0.6859, -3.3509, -1.5115], [0.4318, -3.6668, -2.5132], [2.7012, -4.0541, -1.6421], [3.2940, -3.3384, 0.6464], [1.7495, -2.0585, 2.6572], [-0.6769, -1.8650, 1.2008], [-1.7287, -2.6875, -2.3043], [-2.4082, -3.0175, -0.6931], [-3.5789, 3.0652, 0.3198], [-3.5179, 3.3878, -0.7188], [-2.6556, 3.3405, 0.8302], [-4.4317, 3.5247, 0.8150], [-6.5495, -0.0727, 2.3324], [-5.6462, -1.6077, 2.5165], [-6.7112, -1.3764, 1.1219]], "nbo_charge": [-0.4170, -0.4518, 0.7961, -0.6419, -0.4097, 0.3823, -0.1124, 0.6462, -0.6389, -0.3402, 0.5783, -0.5597, -0.5945, 0.3956, -0.2148, 0.1962, 0.2280, -0.4398, 0.2071, 0.1945, -0.1968, -0.4490, -0.2460, -0.0878, 0.1947, -0.5277, -0.0876, -0.2449, 0.1996, 0.1954, 0.1918, 0.1564, 0.1596, 0.2029, 0.1946, 0.1942, 0.1890, -0.2734, 0.0639, -0.2671, -0.0143, -0.2444, -0.1913, -0.2594, 0.2168, 0.2219, 0.2338, 0.0257, 0.2368, 0.2082, 0.2777, -0.4127, 0.2119, 0.2053, 0.2496, 0.2448, 0.2153, 0.2090]}

{"formula": "C21H27F3GdN7O6PS3", "method": "the ωB97M-V functional and the def2-TZVPD basis", "total_energy_ha": -4252.4648, "mol_weight_g_mol": 814.91, "homo_ev": [-7.531, -5.095], "multiplicity": 7, "lumo_energy_ev": [0.149, -0.475], "symbols": ["Gd", "C", "N", "C", "C", "N", "N", "C", "N", "N", "H", "H", "H", "H", "H", "H", "H", "H", "H", "H", "H", "F", "C", "F", "F", "C", "C", "C", "C", "N", "C", "S", "H", "H", "H", "S", "C", "C", "O", "P", "O", "C", "O", "C", "H", "H", "H", "H", "H", "H", "H", "H", "H", "O", "S", "O", "N", "C", "O", "C", "C", "C", "C", "C", "C", "H", "H", "H", "H"], "positions_angstrom": [[-0.3485, -0.3965, 0.2879], [3.4504, 4.0943, 0.5172], [2.3270, 3.4099, -0.0997], [1.7119, 4.0510, -1.2508], [1.7481, 2.2994, 0.4318], [0.5511, 1.9026, 0.1889], [2.5954, 1.5675, 1.2629], [2.2481, 0.3997, 1.9477], [3.3057, -0.4349, 2.1829], [1.0546, 0.2076, 2.3752], [4.3979, 3.8638, 0.0202], [3.5254, 3.8375, 1.5712], [3.2903, 5.1704, 0.4507], [2.4940, 4.5203, -1.8466], [0.9910, 4.8211, -0.9598], [1.2138, 3.3132, -1.8793], [0.0211, 2.5579, -0.3723], [3.5687, 1.6324, 1.0150], [4.0524, -0.4032, 1.5063], [3.0088, -1.3829, 2.3869], [1.0135, -0.6699, 2.8891], [0.3836, -5.9938, 1.4025], [0.0542, -5.5396, 2.6207], [1.1911, -5.1818, 3.2451], [-0.4395, -6.5961, 3.3078], [-0.9486, -4.4134, 2.5693], [-2.2176, -4.6198, 3.0626], [-3.1519, -3.5916, 3.0279], [-2.7426, -2.3865, 2.5075], [-1.5189, -2.1673, 2.0307], [-0.6154, -3.1604, 2.0111], [0.8917, -2.8041, 1.2168], [-2.4815, -5.5851, 3.4716], [-4.1622, -3.7256, 3.3855], [-3.4359, -1.5547, 2.4406], [-3.4814, -2.5504, -1.0744], [-2.2642, -1.7010, -0.5752], [-5.2549, 2.4072, 1.4632], [-3.8565, 2.3210, 1.1855], [-3.2439, 0.8534, 0.8044], [-1.8689, 0.9044, 1.7483], [-2.0032, 0.9797, 3.1729], [-2.3113, 1.2862, -0.4862], [-3.0063, 1.3193, -1.7541], [-5.3943, 2.7949, 2.4716], [-5.7374, 1.4294, 1.3864], [-5.7176, 3.0885, 0.7509], [-1.0134, 1.2073, 3.5563], [-2.3424, 0.0292, 3.5822], [-2.6984, 1.7778, 3.4293], [-3.9335, 1.8842, -1.6465], [-3.2125, 0.3046, -2.0932], [-2.3517, 1.8247, -2.4568], [-0.1702, 1.6620, -3.5512], [-0.1266, 0.2210, -3.5084], [-1.2116, -0.5092, -4.0777], [0.2036, -0.2589, -1.9780], [1.5280, -0.4717, -1.8159], [2.0404, -0.5727, -0.6939], [2.2771, -0.5734, -3.1123], [3.5895, -0.9376, -3.3235], [4.0359, -1.0088, -4.6403], [3.1781, -0.7231, -5.6990], [1.8570, -0.3466, -5.4783], [1.4404, -0.2799, -4.1642], [4.2353, -1.1747, -2.4880], [5.0574, -1.2993, -4.8467], [3.5441, -0.8026, -6.7146], [1.1861, -0.1264, -6.2975]], "mulliken_spin": [6.4929, -0.0001, -0.0004, 0.0000, 0.0038, 0.0152, 0.0001, 0.0028, -0.0001, 0.0061, 0.0000, 0.0000, 0.0000, 0.0000, 0.0000, 0.0000, -0.0005, 0.0002, -0.0004, -0.0002, 0.0011, 0.0000, 0.0008, -0.0007, 0.0001, -0.0034, -0.0033, 0.0082, 0.0034, 0.0170, 0.0102, 0.0138, 0.0000, 0.0009, -0.0062, -0.2294, -0.3379, 0.0003, -0.0090, -0.0237, 0.0077, 0.0009, -0.0134, 0.0007, -0.0004, -0.0010, -0.0012, -0.0007, 0.0000, -0.0001, 0.0010, 0.0026, -0.0022, -0.0002, -0.0060, 0.0008, -0.0067, 0.0283, 0.0281, -0.0006, 0.0001, 0.0001, -0.0001, 0.0000, 0.0007, 0.0000, 0.0000, 0.0000, 0.0000]}

{"formula": "C21H27F3N4O", "method": "the ωB97M-V functional and the def2-TZVPD basis", "smiles": "FC(F)(F)c1ccc(-c2noc(CN3CCCN(C4CCCCC4)CC3)n2)cc1", "relative_energy_kcal_mol": 9.8, "total_energy_ha": -1410.2728, "mol_weight_g_mol": 408.47, "homo_ev": -8.139, "lumo_energy_ev": 0.090, "symbols": ["F", "C", "F", "F", "C", "C", "C", "C", "C", "C", "H", "H", "C", "N", "O", "C", "N", "C", "N", "C", "C", "N", "C", "C", "H", "H", "C", "H", "H", "H", "H", "C", "C", "C", "C", "C", "C", "H", "H", "H", "H", "H", "H", "H", "H", "H", "H", "H", "H", "H", "H", "H", "H", "H", "H", "H"], "positions_angstrom": [[8.1014, 0.3514, -0.8222], [7.1584, 1.0000, -0.1103], [6.9616, 2.1712, -0.7414], [7.7165, 1.2946, 1.0712], [5.8937, 0.1973, 0.0093], [5.1034, 0.0356, -1.1233], [3.9461, -0.7129, -1.0448], [3.5803, -1.3014, 0.1638], [4.3776, -1.1360, 1.2943], [5.5359, -0.3877, 1.2176], [6.1601, -0.2541, 2.0876], [4.0773, -1.6001, 2.2200], [2.3652, -2.0901, 0.2340], [1.9214, -2.6669, 1.3223], [0.7762, -3.2929, 0.9493], [0.5989, -3.0440, -0.3561], [1.5541, -2.3124, -0.8435], [-0.5961, -3.5562, -1.0912], [-1.7167, -2.6445, -1.1738], [-1.4032, -1.2959, -1.5900], [-1.1678, -0.2832, -0.4517], [-2.4138, -0.0114, 0.2353], [-2.5936, -0.7688, 1.4556], [-2.3787, -2.2750, 1.2517], [-1.3461, -2.5451, 1.4673], [-2.9985, -2.8057, 1.9764], [-2.7433, -2.7583, -0.1622], [-3.0316, -3.8127, -0.1170], [-3.5996, -2.1831, -0.5215], [-3.6242, -0.5989, 1.7821], [-1.9261, -0.4274, 2.2682], [-2.8226, 1.3799, 0.3336], [-3.1618, 1.9447, -1.0492], [-3.7479, 3.3477, -0.9191], [-2.7678, 4.2726, -0.2037], [-2.4148, 3.7136, 1.1711], [-1.8277, 2.3110, 1.0461], [-0.8941, 2.3599, 0.4814], [-1.5988, 1.9154, 2.0382], [-1.6982, 4.3714, 1.6683], [-3.3159, 3.6747, 1.7879], [-3.2037, 5.2682, -0.0990], [-1.8575, 4.3671, -0.8006], [-3.9788, 3.7443, -1.9100], [-4.6806, 3.3010, -0.3520], [-2.2649, 1.9887, -1.6691], [-3.8752, 1.2796, -1.5385], [-3.7507, 1.3751, 0.9194], [-0.7757, 0.6295, -0.9028], [-0.4010, -0.6525, 0.2417], [-0.5209, -1.3365, -2.2310], [-2.2510, -0.9300, -2.1784], [-0.9294, -4.4808, -0.6161], [-0.2633, -3.7734, -2.1139], [3.3155, -0.8542, -1.9080], [5.3982, 0.4974, -2.0533]], "nbo_charge": [-0.3250, 0.9725, -0.3242, -0.3211, -0.1441, -0.1817, -0.1869, -0.0075, -0.1965, -0.1720, 0.2335, 0.2367, 0.2717, -0.1446, -0.2769, 0.5227, -0.5075, -0.2791, -0.4339, -0.2242, -0.2366, -0.4791, -0.1996, -0.4478, 0.2094, 0.2162, -0.2142, 0.1937, 0.2108, 0.1924, 0.1660, -0.0188, -0.4070, -0.3940, -0.3959, -0.3931, -0.4257, 0.1943, 0.2078, 0.2079, 0.1925, 0.2072, 0.1923, 0.2076, 0.1927, 0.1914, 0.2142, 0.1920, 0.2056, 0.1773, 0.2066, 0.1994, 0.2274, 0.2262, 0.2379, 0.2310]}

What is the formula in the second record?
C21H27ClN6O3